Record 1
55
Properties=species:S:1:pos:R:3 method="wB97M-V/def2-TZVPD" lumo_ev=0.6127 e_tot_ev=-36246.9018 spin_multiplicity=1 orbital_gap_ev=8.55 de_lowest_kj_mol=20.6
C -6.284 -1.022 0.167
C -4.867 -1.503 0.225
C -4.477 -2.455 1.159
C -3.171 -2.909 1.201
C -2.235 -2.421 0.307
C -2.612 -1.474 -0.636
C -1.586 -0.900 -1.584
N -0.805 0.109 -0.897
C 0.257 -0.033 -0.062
N 0.948 -1.211 0.082
C 1.674 -1.725 -1.072
C 3.019 -1.009 -1.235
N 3.801 -1.205 -0.032
C 5.200 -0.865 -0.152
C 5.532 0.618 -0.408
O 6.911 0.816 -0.607
C 3.121 -0.611 1.106
C 1.768 -1.304 1.279
N 0.507 1.066 0.643
C -0.430 1.954 0.255
C -1.267 1.401 -0.702
C -2.323 2.146 -1.304
O -3.112 1.805 -2.166
N -2.369 3.432 -0.759
C -1.563 4.027 0.193
O -1.740 5.173 0.544
N -0.560 3.234 0.702
C 0.352 3.756 1.695
C -3.921 -1.018 -0.668
H -6.718 -0.969 1.163
H -6.339 -0.041 -0.298
H -6.886 -1.711 -0.426
H -5.203 -2.840 1.862
H -2.880 -3.646 1.936
H -1.212 -2.766 0.343
H -2.082 -0.408 -2.423
H -0.930 -1.690 -1.951
H 1.086 -1.596 -1.980
H 1.848 -2.791 -0.900
H 3.559 -1.435 -2.082
H 2.822 0.059 -1.439
H 5.618 -1.456 -0.973
H 5.693 -1.182 0.775
H 5.170 1.236 0.426
H 5.056 0.961 -1.329
H 7.386 0.502 0.171
H 3.727 -0.768 2.001
H 2.940 0.467 0.977
H 1.220 -0.856 2.106
H 1.927 -2.369 1.473
H -3.095 4.037 -1.126
H 0.323 3.128 2.585
H 0.037 4.770 1.933
H 1.368 3.761 1.299
H -4.202 -0.270 -1.395

Record 2
16
Properties=species:S:1:pos:R:3 method="wB97M-V/def2-TZVPD" lumo_ev=-0.8926 e_tot_ev=-16441.1886 spin_multiplicity=1 orbital_gap_ev=9.19 de_lowest_kj_mol=152.7
O 3.431 0.862 -0.775
N 2.275 0.926 -1.200
O 1.967 1.417 -2.358
C 1.146 0.319 -0.456
C 1.274 0.304 0.966
C 0.179 -0.011 1.725
C -0.927 -0.348 1.036
O -2.021 -0.556 1.729
N -2.985 -1.089 0.760
C -2.436 -1.020 -0.475
C -1.076 -0.469 -0.297
C -0.050 0.067 -1.118
H 2.231 0.663 1.304
H -0.028 0.143 2.770
H -2.909 -1.397 -1.465
H -0.071 0.189 -2.146

Record 3
168
Properties=species:S:1:pos:R:3 method="wB97M-V/def2-TZVPD" lumo_ev="-0.0039 / -1.3792" e_tot_ev=-129181.0448 spin_multiplicity=3 orbital_gap_ev="8.24 / 6.38"
Ni 2.929 1.882 1.773
C 2.155 5.011 -0.823
C 2.904 3.747 -1.372
C 3.088 4.051 -2.864
C 4.314 4.802 -3.298
C 5.478 4.136 -2.575
C 5.411 4.048 -1.023
N 4.133 3.253 -0.746
O 4.024 3.116 0.555
C 5.410 5.469 -0.415
C 6.662 3.287 -0.605
C 1.881 2.572 -1.320
H 1.930 5.050 0.245
H 1.242 5.075 -1.413
H 2.629 5.985 -0.968
H 2.237 4.491 -3.386
H 3.194 3.027 -3.243
H 4.343 5.895 -3.258
H 4.436 4.676 -4.379
H 6.439 4.526 -2.914
H 5.485 3.086 -2.888
H 5.940 6.119 -1.117
H 6.051 5.600 0.461
H 4.433 5.861 -0.154
H 6.569 2.259 -0.961
H 6.698 3.166 0.479
H 7.566 3.774 -0.957
H 2.155 1.694 -1.900
H 0.888 2.913 -1.618
H 1.720 2.305 -0.272
C 1.361 -0.873 -0.230
C 0.656 -0.171 0.927
C -0.192 -1.212 1.661
O 1.613 0.362 1.795
H 1.954 -1.713 0.127
H 1.951 -0.311 -0.961
H 0.645 -1.242 -0.983
H -0.022 0.607 0.552
H -0.113 -2.237 1.291
H -1.267 -1.003 1.669
H 0.093 -1.279 2.713
C 2.671 -4.182 1.954
O 2.594 -4.828 0.697
C 1.340 -4.619 0.079
C 1.010 -5.813 -0.822
O 1.841 -6.074 -1.934
C 3.147 -6.488 -1.610
C 3.858 -7.118 -2.776
O 3.958 -6.199 -3.870
C 2.919 -6.289 -4.824
H 1.757 -4.310 2.549
H 2.902 -3.128 1.795
H 3.340 -4.663 2.672
H 1.180 -3.685 -0.472
H 0.488 -4.497 0.761
H -0.015 -5.639 -1.163
H 0.871 -6.673 -0.156
H 2.959 -7.395 -1.009
H 3.829 -5.789 -1.129
H 3.438 -8.018 -3.239
H 4.856 -7.418 -2.449
H 2.685 -5.354 -5.333
H 1.984 -6.529 -4.310
H 3.161 -7.048 -5.571
C 1.152 3.434 -7.805
O 0.214 3.691 -6.807
C 0.398 3.003 -5.592
C -0.534 3.327 -4.410
O -1.853 3.650 -4.770
C -2.752 2.678 -5.275
C -2.736 1.286 -4.621
O -1.438 0.781 -4.528
C -1.135 0.019 -3.371
H 0.706 2.724 -8.517
H 2.133 2.955 -7.684
H 1.396 4.329 -8.379
H 1.380 3.252 -5.173
H 0.266 1.936 -5.794
H -0.145 4.251 -3.969
H -0.377 2.608 -3.607
H -2.432 2.427 -6.295
H -3.777 3.035 -5.330
H -3.347 0.626 -5.251
H -3.284 1.304 -3.669
H -0.076 -0.212 -3.336
H -1.741 -0.894 -3.348
H -1.527 0.518 -2.478
C -6.406 -0.478 -3.208
O -6.964 0.791 -2.986
C -6.253 2.000 -3.077
C -5.562 2.389 -1.807
O -4.999 1.303 -1.087
C -4.743 1.513 0.305
C -3.223 1.599 0.482
O -2.948 2.327 1.657
C -3.072 1.633 2.871
H -7.204 -1.223 -3.195
H -5.757 -0.767 -2.378
H -5.944 -0.623 -4.189
H -7.107 2.672 -3.214
H -5.730 2.052 -4.041
H -6.352 2.707 -1.110
H -4.926 3.281 -1.871
H -5.150 0.625 0.789
H -5.207 2.380 0.778
H -2.834 2.157 -0.369
H -2.772 0.601 0.503
H -2.925 2.085 3.854
H -2.306 0.847 2.869
H -4.079 1.212 2.977
C 0.998 -1.365 8.652
O 0.994 -0.687 9.906
C 1.200 0.697 9.928
C -0.146 1.449 9.775
O -0.868 1.151 8.580
C -0.699 2.086 7.553
C 0.722 2.110 6.912
O 1.112 0.855 6.372
C 0.417 0.346 5.236
H 0.140 -1.117 8.023
H 0.900 -2.428 8.862
H 1.906 -1.111 8.106
H 1.990 0.989 9.228
H 1.602 0.882 10.927
H -0.067 2.537 9.839
H -0.703 1.113 10.649
H -0.993 3.120 7.784
H -1.441 1.866 6.781
H 1.498 2.232 7.661
H 0.669 2.905 6.163
H 1.004 -0.479 4.843
H 0.436 1.172 4.518
H -0.621 0.025 5.359
C -4.782 -1.094 5.383
O -4.748 -1.582 4.064
C -5.990 -2.123 3.634
C -6.068 -2.159 2.105
O -5.347 -3.165 1.428
C -3.949 -3.007 1.582
C -3.071 -3.973 0.794
O -3.567 -4.077 -0.518
C -3.672 -2.887 -1.254
H -4.514 -1.880 6.102
H -5.718 -0.677 5.763
H -3.993 -0.374 5.610
H -6.749 -1.385 3.923
H -6.207 -3.075 4.126
H -5.738 -1.205 1.685
H -7.117 -2.371 1.900
H -3.678 -2.994 2.643
H -3.672 -1.982 1.291
H -3.036 -4.977 1.214
H -2.083 -3.534 0.988
H -2.871 -2.145 -1.144
H -4.619 -2.433 -0.941
H -3.664 -3.159 -2.310
C 4.540 -2.322 -1.686
O 5.548 -1.692 -1.439
N 3.548 -1.987 -2.536
C 3.514 -0.738 -3.257
C 2.514 -2.961 -2.782
H 4.261 -3.248 -1.149
H 2.563 -0.206 -3.277
H 3.864 -0.937 -4.274
H 4.223 -0.124 -2.696
H 2.349 -3.188 -3.842
H 2.582 -3.875 -2.202
H 1.472 -2.669 -2.579

Record 4
16
Properties=species:S:1:pos:R:3 method="wB97M-V/def2-TZVPD" lumo_ev=1.1402 e_tot_ev=-4341.6279 spin_multiplicity=1 orbital_gap_ev=12.27 de_lowest_kj_mol=86.9
C 0.015 0.362 1.596
C 0.636 1.517 2.305
H -0.909 -0.191 2.036
H -0.367 0.516 0.556
H 0.827 -0.367 1.460
H 1.675 1.389 2.610
H 0.095 1.917 3.167
H 0.800 2.411 1.635
C 0.399 -1.102 -1.746
C -1.054 -0.801 -2.104
H 0.536 -0.424 -0.868
H 0.577 -2.219 -1.532
H 1.177 -0.799 -2.481
H -1.869 -1.196 -1.524
H -1.156 0.309 -2.227
H -1.360 -1.202 -3.132